Record 1
50
Properties=species:S:1:pos:R:3:forces:R:3 method="wB97M-V/def2-TZVPD" multiplicity=2 largest_force_ev_per_a=3.09 s_squared=0.751 gap_ev="2.16 / 8.73" charge=-1
O -1.16433 -0.63314 3.62361 0.0 -0.8 0.3
C -0.12544 -0.90171 3.06942 0.6 2.1 -0.2
C 0.24843 -0.26560 1.74044 -0.8 1.0 -1.3
C 0.68454 -1.38322 0.78180 1.9 0.8 -0.1
C 0.70278 -1.06169 -0.73064 -1.2 1.2 0.8
C 0.16661 -2.28886 -1.43167 1.2 -0.7 -2.8
N -1.27699 -2.36683 -1.56278 0.3 -1.1 1.7
N -0.88314 0.51770 1.16136 0.1 -0.7 1.1
H 0.70868 -1.41187 3.56765 -0.1 -0.7 0.2
H 1.01301 0.56639 1.85409 -0.2 -1.6 0.3
H 0.16865 -2.31828 0.94559 -0.6 -0.1 0.2
H 1.72369 -1.59277 1.01225 0.2 -0.3 0.5
H 1.63846 -0.67597 -1.12867 0.5 -0.9 0.3
H 0.14712 -0.10671 -0.84252 -0.7 -0.9 -0.5
H 0.67852 -3.20995 -0.99595 -0.9 0.8 0.0
H 0.53025 -2.34882 -2.48922 0.1 0.4 0.9
H -1.75609 -1.61100 -1.09767 -0.5 0.0 -0.8
H -1.60083 -2.71814 -2.44342 -0.3 0.7 -0.1
H -1.37046 0.86006 1.99991 -0.2 0.2 -0.6
H -1.52489 -0.14696 0.73570 -0.2 0.1 0.0
H -3.67626 -1.17046 1.56145 -0.3 0.9 -0.2
H -3.24534 -2.18896 0.68237 0.0 0.4 -1.1
O -3.61052 -1.26511 0.59520 0.3 -1.4 1.7
H 2.77272 1.24439 -1.93504 -0.3 -0.3 -0.2
H 1.48285 2.16066 -1.69380 0.0 -0.6 0.0
O 2.45720 2.09586 -1.61502 0.3 0.8 0.7
H 3.36984 -2.79672 -2.21951 0.2 -0.4 -0.4
H 2.76507 -2.46236 -3.65819 0.3 -0.4 0.0
O 2.84166 -2.19272 -2.74182 -0.1 0.8 0.2
H 1.92500 3.72764 -2.97165 0.0 0.0 -0.2
H 0.53558 3.18261 -3.17285 0.0 0.2 -0.2
O 1.16980 3.80763 -3.57352 -0.1 0.0 0.1
H 3.47064 0.48320 1.94929 -0.1 -0.2 -0.4
H 3.20246 -0.00254 3.30438 -0.1 -0.4 0.2
O 3.28979 -0.35959 2.41238 0.4 0.6 0.3
H -1.49251 3.85897 -1.19691 0.7 0.1 0.1
H -2.86344 4.14402 -0.80219 -0.1 0.3 0.3
O -1.97347 4.48721 -0.63625 -0.5 -0.5 -0.2
H -0.35167 2.99554 2.88959 -0.3 0.3 -0.7
H -1.31017 3.84258 1.92114 0.5 -0.4 0.0
O -1.16072 3.52197 2.82372 -0.3 0.1 0.5
H 2.64445 2.28326 0.45479 0.6 0.1 0.2
H 3.33024 3.16685 1.55095 -0.1 -0.1 -0.2
O 3.22822 2.25516 1.25156 -0.4 0.0 -0.2
H -4.21594 -0.04734 -2.04916 0.2 0.0 0.5
H -3.39476 0.18584 -0.71561 -0.4 -0.3 -0.4
O -3.33658 0.09871 -1.67869 0.3 0.4 -0.6
H -1.92197 -3.76887 -0.28949 -0.1 0.1 0.6
H -2.36513 -4.49667 1.14855 0.2 -0.3 -0.5
O -2.27562 -3.69338 0.63505 -0.1 0.4 0.0

---

Record 2
51
Properties=species:S:1:pos:R:3:forces:R:3 method="wB97M-V/def2-TZVPD" largest_force_ev_per_a=7.24 gap_ev=9.30 charge=+1
C 0.60058 0.43077 -0.94880 0.0 2.1 1.0
C -0.13848 -0.89099 -0.64919 2.1 -1.1 -1.4
C -0.78820 -0.89013 0.66203 -2.3 -0.1 2.9
C -2.12493 -1.20746 0.93387 1.6 1.0 1.9
N -2.27636 -1.12281 2.32385 -1.2 -0.3 1.3
C -1.17032 -0.71624 2.96111 1.6 -0.7 -5.5
N -0.24249 -0.56237 1.94907 -0.3 -1.5 -0.1
N 0.81546 0.53574 -2.41676 1.1 2.1 0.6
H -0.13687 1.29715 -0.50720 1.7 -2.0 -1.8
H 1.55898 0.70880 -0.38786 -1.5 -1.3 -0.9
H -0.90960 -0.89656 -1.44950 0.5 0.0 0.9
H 0.48470 -1.91757 -0.83656 -1.1 2.8 0.5
H -3.03754 -1.36052 0.39712 0.3 -0.2 -0.6
H -3.11933 -1.47426 2.83796 1.2 0.8 -0.8
H -0.91314 -0.64313 3.96244 -0.1 0.2 1.6
H 0.79524 -0.35161 2.06423 -1.3 0.2 -0.2
H 1.28915 -0.28658 -2.75967 0.0 -0.4 0.1
H 1.54214 1.31337 -2.56006 -1.6 -1.4 0.1
H 2.27753 -4.42101 -0.54553 0.2 -0.3 -0.1
H 1.39367 -3.34981 0.12051 1.3 -0.6 -0.2
O 2.27004 -3.48739 -0.34257 -1.2 0.5 0.2
H -3.22095 2.26175 -0.12401 1.3 -0.7 -0.9
H -1.95242 2.65742 -0.96863 0.2 0.0 0.1
O -2.41024 1.86664 -0.56600 -1.8 0.8 1.3
H -0.89263 4.03731 -2.16982 0.7 0.6 -6.9
H -0.14013 4.08451 -1.02275 -1.4 -0.3 0.0
O -1.09730 3.94848 -1.32794 0.5 -0.1 6.5
H -0.40494 -4.63816 1.12821 0.8 1.0 0.1
H -0.48005 -3.47675 0.23482 -2.5 1.5 -3.6
O -0.04226 -3.72938 0.97974 1.3 -2.6 3.8
H 0.70258 2.77565 1.30369 2.4 0.7 -0.5
H 1.87821 1.94605 0.99608 0.4 1.2 -0.1
O 1.70840 2.92629 1.06456 -2.7 -1.4 0.5
H -1.98753 -2.46154 -1.59255 -2.0 5.1 -4.8
H -2.42574 -3.67215 -0.96516 -0.9 -1.0 0.1
O -1.71792 -3.05681 -1.02340 2.4 -4.7 4.0
H -1.11816 2.73464 2.07228 0.3 -0.8 -0.1
H -1.33970 1.66026 0.96044 1.0 0.5 1.3
O -0.74802 1.87091 1.77120 -1.9 1.4 -1.0
H 4.66054 -1.56059 -0.01574 2.3 0.2 -1.4
H 3.33591 -2.35604 0.08251 0.5 0.1 0.2
O 3.88026 -1.61769 0.45889 -2.7 -0.1 1.5
H 2.87099 0.73688 2.09640 1.7 1.2 2.0
H 2.87731 -0.40491 1.09763 -0.2 0.5 0.0
O 2.31466 0.33820 1.48335 -0.7 -2.2 -1.3
H -2.62766 0.05243 -3.06921 0.1 0.7 -2.7
H -2.70030 0.55182 -1.67098 0.1 0.6 0.5
O -2.64981 -0.24485 -2.20286 -0.4 -1.7 1.9
H 2.25307 4.24637 -1.94157 3.9 0.9 -2.2
H 1.72146 3.75061 -0.48977 1.3 -0.4 0.6
O 1.58213 4.06523 -1.38794 -4.8 -0.6 1.8

---

Record 3
51
Properties=species:S:1:pos:R:3:forces:R:3 method="wB97M-V/def2-TZVPD" largest_force_ev_per_a=1.43 gap_ev=9.38 charge=-1
C -1.60887 -2.76095 -3.02634 -0.1 -0.3 0.1
C -0.87415 -2.19912 -1.81327 1.0 -0.2 0.3
C -1.23379 -2.95475 -0.51031 -0.6 0.6 -0.2
C -0.41082 -2.55376 0.70692 -0.6 0.8 -0.8
N -1.08030 -0.75082 -1.72192 -0.3 -0.8 0.0
C -0.26626 0.06094 -0.90869 -0.3 0.5 -0.3
O -0.85976 0.82764 -0.09474 0.7 -0.1 -0.3
O 0.97573 0.02246 -1.13534 -0.4 -0.3 0.4
H -2.53092 -3.28338 -2.75626 -0.1 0.2 0.1
H -0.98350 -3.50618 -3.51352 0.0 0.0 -0.2
H -1.85241 -1.97523 -3.73850 0.1 0.0 0.0
H 0.19079 -2.39654 -1.94704 0.1 0.3 -0.1
H -1.12306 -4.01857 -0.66880 -0.2 -0.4 -0.3
H -2.29914 -2.70386 -0.39769 0.0 -0.4 0.4
H -0.51854 -1.48483 0.83993 0.4 0.2 -0.2
H 0.62939 -2.78858 0.48321 0.1 -0.1 0.6
H -0.79861 -2.88190 1.66684 0.3 -0.8 -0.1
H -2.07413 -0.59116 -1.62924 0.0 0.4 0.4
H -2.64584 1.32105 -0.30164 -0.4 0.3 0.3
H -2.78557 0.89285 1.06083 -0.8 0.1 -0.1
O -3.34182 1.34026 0.39669 0.6 -0.4 -0.2
H -1.92702 -1.02180 3.00950 0.4 -0.4 -0.9
H -2.60371 -1.31035 1.58828 0.6 -0.2 0.1
O -2.73323 -0.98947 2.48176 -1.2 0.4 0.6
H 2.93761 2.59322 3.04508 -0.1 -0.3 -0.1
H 3.59237 1.24720 3.55233 -0.4 0.2 -0.2
O 3.73826 2.18608 3.40049 0.6 0.2 0.2
H 4.93996 1.45222 1.33353 -0.1 -0.1 -0.3
H 4.71413 1.14893 -0.16502 0.1 0.1 0.5
O 5.35679 1.04798 0.55370 -0.1 0.1 0.0
H 0.48250 -0.02862 2.17387 0.4 -0.6 -0.7
H -0.26696 0.11574 3.33911 -0.1 -0.7 0.2
O 0.12249 -0.63680 2.83822 0.3 1.1 0.8
H 2.88594 -1.19106 -3.29285 0.1 -0.1 -0.1
H 1.51235 -1.57690 -2.84350 -0.1 0.2 0.0
O 2.08872 -1.62506 -3.61970 0.2 -0.2 0.1
H -4.95058 0.37993 -1.68858 -0.1 0.1 -0.1
H -4.57515 -0.04620 -0.29894 -0.3 0.2 -0.2
O -5.17467 -0.28345 -1.03228 0.3 -0.2 0.2
H 0.95693 3.27302 1.55355 0.0 -0.2 -0.1
H 2.37832 3.43637 1.00363 -0.1 -0.3 -0.1
O 1.70343 3.87521 1.52855 0.1 0.5 0.3
H -2.25204 1.10511 2.89940 0.0 0.0 0.2
H -1.25064 1.57193 1.86368 0.3 0.0 0.2
O -1.37765 1.50920 2.82865 -0.3 0.7 -0.2
H 1.70454 1.22506 0.05108 0.4 -0.5 0.8
H 2.52271 0.23840 0.84945 0.0 0.1 0.0
O 2.27051 1.16968 0.87188 -0.4 0.2 -0.5
H 1.78808 0.35655 -3.92676 -0.2 -0.1 0.2
H 1.55837 1.01407 -2.54288 -0.1 -0.3 -0.4
O 1.82172 1.19806 -3.46331 0.3 0.7 0.0

---

Record 4
51
Properties=species:S:1:pos:R:3:forces:R:3 method="wB97M-V/def2-TZVPD" largest_force_ev_per_a=7.54 gap_ev=9.62 charge=-1
C -1.01873 2.16219 3.10730 -4.0 3.4 -3.4
N -1.24454 1.49705 1.92553 0.2 -0.7 -1.0
C -2.16910 2.05887 0.89369 -1.9 0.1 1.4
C 0.73538 0.29480 0.91376 1.6 -3.3 -2.1
C -0.62853 0.09374 1.60875 -0.2 3.2 2.2
C -0.41059 -0.50705 3.04010 1.8 -1.1 -3.8
O 0.42220 -1.62107 2.73695 -2.2 -4.5 -0.6
O -0.32014 1.95825 4.02827 1.9 -0.4 2.2
H -1.72862 3.17617 3.09919 1.4 -2.0 0.0
H -2.78854 2.89183 1.43090 1.3 -1.2 -1.2
H -1.76346 2.38179 -0.08524 0.4 0.0 0.9
H -2.94208 1.27530 0.60586 0.9 0.7 0.5
H 1.28022 1.20256 1.08786 -0.6 0.6 0.5
H 0.70214 0.20309 -0.19300 -0.7 0.5 0.5
H 1.54613 -0.59785 1.01367 -2.2 2.0 0.6
H -1.45506 -0.36621 1.04228 0.9 -0.3 0.0
H 0.13985 0.20507 3.60589 0.4 -0.2 0.5
H -1.27199 -0.85618 3.49747 -1.9 -0.2 1.0
H -0.79619 -2.60883 -2.65815 0.3 0.8 -0.4
H 0.39090 -0.95290 -3.81856 2.2 0.0 -3.0
O -0.25221 -1.06465 -3.18664 -2.0 1.8 1.8
H 1.20956 1.39862 -3.17776 -2.1 -0.8 2.5
H -0.05022 -0.01891 -2.79070 0.1 -1.1 0.4
O 0.60873 1.15720 -2.34549 2.0 0.8 -2.9
H 3.63332 -0.69545 1.82589 0.4 1.9 -0.3
H 3.14536 -1.97546 2.16016 0.2 -0.7 0.0
O 3.96954 -1.57540 1.85022 -0.6 -1.2 0.3
H -2.12948 -1.41799 -3.37459 -2.8 0.3 2.4
H -2.90909 -0.56034 -2.24384 0.0 -1.8 -1.3
O -2.99778 -1.45658 -2.72435 2.4 2.3 -1.2
H -3.54032 -2.20568 1.18344 -0.2 1.5 -0.1
H -2.22521 -2.93982 0.68060 -0.7 0.4 0.0
O -3.11779 -3.02941 1.05564 0.9 -1.9 0.0
H -0.16198 3.76796 -2.78764 -1.7 -1.0 -2.0
H 1.08576 3.07829 -2.05704 -1.6 0.5 -0.5
O 0.50441 3.87181 -2.17302 3.1 1.0 2.6
H -2.15941 -2.83786 -1.99803 2.3 -0.9 -0.4
H -0.22133 -2.42323 2.32697 2.7 3.3 1.7
O -1.21986 -3.25942 -2.11472 -2.7 -0.8 1.3
H 1.10152 -2.21821 -2.73013 0.8 0.4 0.4
H 0.76436 -3.06036 -1.71678 -5.8 -3.9 2.8
O 1.48933 -2.65136 -1.95088 5.9 3.1 -2.5
H 2.09468 0.74008 -1.71025 -1.0 -0.5 0.1
H 2.95486 -0.53066 -1.25363 -0.6 -0.9 0.4
O 2.95770 0.31705 -1.66609 2.1 1.1 -0.3
H 2.85912 1.52632 1.41795 0.0 0.0 0.1
H 4.19385 1.53519 0.68286 -0.6 -0.5 1.4
O 3.78691 1.33767 1.57609 0.9 0.5 -1.5
H -0.86938 1.74305 -2.32089 -0.6 -0.8 -0.3
H -2.31145 2.26550 -2.64254 -1.2 1.7 -0.4
O -1.84563 1.48846 -2.45629 1.1 -1.1 0.7